w) {
  "formula": "C2H4O2S",
  "method": "ωB97M-V/def2-TZVPD",
  "charge": 0,
  "homo_energy_ev": -10.1,
  "smiles": "O=C(S)CO",
  "homo_lumo_gap_ev": 10.568,
  "species": ["C", "C", "H", "H", "H", "H", "O", "O", "S"],
  "positions_angstrom": [[-0.19113, -0.23899, 0.72131], [-0.23235, -0.67063, -0.71335], [-0.64435, 1.70334, 0.38918], [-1.23702, -0.56088, 1.14623], [0.62787, -0.82718, 1.23203], [1.69016, 0.77497, -0.75781], [0.03978, 1.17439, 0.90852], [-1.05560, -1.46084, -1.14598], [1.00263, 0.10583, -1.78013]]
}

x) {
  "formula": "C2H4O2S",
  "method": "ωB97M-V/def2-TZVPD",
  "charge": 0,
  "homo_energy_ev": -9.6,
  "homo_lumo_gap_ev": 9.603,
  "species": ["C", "C", "O", "O", "S", "H", "H", "H", "H"],
  "positions_angstrom": [[2.04453, 0.53519, -1.69261], [-1.51093, -0.86733, 1.05738], [0.93633, 0.36317, -1.31657], [-2.39121, 1.08831, 2.45999], [-1.17647, 0.54007, 1.76428], [2.33533, 0.78425, -2.79734], [2.95088, 0.24495, -1.25600], [-2.49166, -1.32341, 1.30124], [-0.69680, -1.36518, 0.47963]]
}

Most favorable structure: w). The second most favorable one is 49.0 kcal/mol above it.

w) {
  "formula": "C2H4O2S",
  "method": "ωB97M-V/def2-TZVPD",
  "charge": 0,
  "homo_energy_ev": -9.8,
  "smiles": "O=C1CS1.O",
  "homo_lumo_gap_ev": 10.377,
  "species": ["C", "C", "O", "O", "S", "H", "H", "H", "H"],
  "positions_angstrom": [[-1.01219, 0.63934, -0.33897], [-0.76423, -0.69278, -0.85221], [-0.98762, 1.81877, -0.50410], [1.80508, -0.20095, 1.01913], [-1.44680, -0.49114, 0.84233], [0.29313, -0.87761, -1.07220], [-1.53415, -1.08605, -1.45994], [1.29026, 0.34860, 1.60953], [2.35651, 0.54182, 0.75644]]
}

x) {
  "formula": "C2H4O2S",
  "method": "ωB97M-V/def2-TZVPD",
  "charge": 0,
  "homo_energy_ev": [-10.4, -10.4],
  "homo_lumo_gap_ev": [8.336, 8.339],
  "species": ["C", "C", "O", "O", "S", "H", "H", "H", "H"],
  "positions_angstrom": [[0.24260, -0.20926, -0.03666], [-1.11978, -0.74542, 0.18090], [2.75878, 0.19659, -0.06683], [0.18526, 1.84422, -0.97740], [1.66511, -0.63491, 0.40666], [-1.31783, -1.36302, 1.12376], [-1.58736, -1.26252, -0.70754], [-1.60421, 0.21869, 0.38496], [0.77742, 1.95564, -0.30786]]
}

y) {
  "formula": "C2H4O2S",
  "method": "ωB97M-V/def2-TZVPD",
  "charge": 0,
  "homo_energy_ev": [-9.2, -9.2],
  "homo_lumo_gap_ev": [7.701, 7.705],
  "species": ["C", "C", "O", "O", "S", "H", "H", "H", "H"],
  "positions_angstrom": [[-0.26365, -0.47917, 0.31967], [-1.41339, 0.28967, -0.07793], [2.87017, -1.04634, 0.17440], [2.34800, 1.34301, 0.02065], [2.06947, -0.00394, -0.41283], [-0.39208, -1.55679, 0.17523], [-1.93609, 0.25903, 0.89537], [-2.09350, -0.14045, -0.82242], [-1.18893, 1.33498, -0.27214]]
}

Most favorable structure: w). The second most favorable one is 65.8 kcal/mol above it.

w) {
  "formula": "C4H8NO2",
  "method": "ωB97M-V/def2-TZVPD",
  "charge": 1,
  "homo_energy_ev": -15.1,
  "smiles": "C=C[C@]([NH3+])(O)C=O",
  "homo_lumo_gap_ev": 10.921,
  "species": ["C", "C", "C", "C", "N", "O", "O", "H", "H", "H", "H", "H", "H", "H", "H"],
  "positions_angstrom": [[0.10904, -0.71211, 1.86007], [0.74827, -0.62597, 0.68336], [-0.11139, 1.49635, -0.07307], [0.23550, 0.04768, -0.56125], [-1.07459, -0.36277, -0.97010], [-1.17973, 1.94406, -0.01955], [1.15995, -0.16876, -1.76518], [0.39252, -1.38928, 2.68925], [-0.81316, -0.22629, 2.16323], [1.62273, -1.14096, 0.46063], [0.78074, 1.93201, 0.35924], [-1.60615, 0.26225, -0.34840], [-1.18359, -1.28528, -0.83159], [-1.09517, -0.02959, -1.90826], [2.01505, 0.25868, -1.73837]]
}

x) {
  "formula": "C4H8NO2",
  "method": "ωB97M-V/def2-TZVPD",
  "charge": 1,
  "homo_energy_ev": -14.3,
  "smiles": "CC1=CO[C@@H](O)[NH2+]1",
  "homo_lumo_gap_ev": 11.060,
  "species": ["C", "C", "C", "C", "N", "O", "O", "H", "H", "H", "H", "H", "H", "H", "H"],
  "positions_angstrom": [[0.10122, -1.39349, -0.18612], [-0.66939, -0.30684, -0.03418], [1.57218, 0.07094, 0.38324], [-2.17508, -0.07599, -0.25360], [0.16194, 0.82053, 0.44614], [1.36758, -1.22410, 0.27243], [2.21725, 0.80242, -0.63596], [-0.21876, -2.25300, -0.57506], [2.09220, 0.20613, 1.37082], [-2.59747, 0.45354, 0.69125], [-2.73319, -0.97225, -0.66225], [-2.32698, 0.53542, -1.14721], [0.21879, 1.57030, -0.20199], [-0.12429, 1.13354, 1.27461], [3.11400, 0.63285, -0.74212]]
}

y) {
  "formula": "C4H8NO2",
  "method": "ωB97M-V/def2-TZVPD",
  "charge": 1,
  "homo_energy_ev": -12.6,
  "homo_lumo_gap_ev": 5.613,
  "species": ["C", "C", "C", "C", "N", "O", "O", "H", "H", "H", "H", "H", "H", "H", "H"],
  "positions_angstrom": [[0.37556, 0.56327, 2.51200], [-1.05126, -1.54970, -0.37815], [-0.58310, -1.27085, 0.90541], [-0.54834, 0.07359, 1.44965], [1.38343, 0.79410, -3.06706], [0.26401, 1.71172, 2.78701], [-1.40332, 0.89158, 1.17475], [1.12330, -0.20881, 2.82999], [-0.97824, -0.70290, -1.18242], [-1.23437, -2.56483, -0.74109], [-0.52470, -2.00314, 1.69939], [0.88902, 0.09132, -3.55676], [2.46753, 0.77078, -3.07646], [1.11888, 1.71383, -3.14962], [-1.29839, 1.69004, 1.79336]]
}

z) {
  "formula": "C4H8NO2",
  "method": "ωB97M-V/def2-TZVPD",
  "charge": 1,
  "homo_energy_ev": -14.5,
  "smiles": "[NH3+][C@H](C=O)CC=O",
  "homo_lumo_gap_ev": 10.486,
  "species": ["O", "C", "C", "C", "C", "O", "N", "H", "H", "H", "H", "H", "H", "H", "H"],
  "positions_angstrom": [[2.00979, -1.45606, -0.74538], [1.59072, -0.38027, -0.40751], [0.07612, -0.24465, -0.16853], [-0.26611, 0.62469, 1.06460], [-1.21767, 1.77666, 0.64437], [-1.73567, 1.77881, -0.44242], [-0.45790, -1.62685, -0.01116], [2.17709, 0.53648, -0.35071], [-0.28872, 0.17191, -1.10444], [-0.79507, 0.03757, 1.81678], [0.60109, 1.11768, 1.49286], [-1.41775, 2.62170, 1.31687], [-0.16788, -2.06422, 0.86896], [-1.47502, -1.57238, -0.04148], [-0.07357, -2.24955, -0.74071]]
}

Most favorable structure: z). The second most favorable one is 23.0 kcal/mol above it.